# 1
Entry from the OMol25 dataset: C22H29GeN3O4RuS as an isolated structure in a non-equilibrium geometry (ωB97M-V/def2-TZVPD).

Calculated values
ΔE to the lowest compared entry with this formula, charge and spin: 0.00 kcal/mol
Frontier orbital gap (alpha / beta): 4.57 / 4.68 eV
Highest occupied orbital energy (alpha / beta): -13.7 / -13.7 eV
Lowest unoccupied orbital energy (alpha / beta): -0.3361 / -0.3320 hartree
Max |F|: 0.02594 Eh/bohr
Electronic energy: -3890.329918 Ha

The geometry in ORCA input format:
```
! RIJCOSX wB97M-V def2-TZVPD def2/J DEFGRID3
* xyz 2 1
Ru 0.4325 -1.1472 -1.3009
N -0.4081 0.6817 -2.1681
C -1.8289 0.5171 -2.5315
C -2.4295 -0.5333 -1.6188
N -1.5832 -1.7662 -1.5504
C -1.7466 -2.7274 -2.6604
C -0.9773 -2.2446 -3.8586
N 0.3802 -1.8437 -3.3997
H -0.3298 1.2776 -1.3402
H 0.1235 1.1372 -2.9047
H -1.8925 0.2407 -3.5777
H -2.3924 1.4442 -2.4143
H -3.4390 -0.7797 -1.9538
H -2.4968 -0.1419 -0.6033
H -1.8564 -2.2451 -0.6955
H -2.7987 -2.8870 -2.9029
H -1.3269 -3.6767 -2.3281
H -1.4509 -1.4062 -4.3551
H -0.9267 -3.0504 -4.5915
H 0.7781 -1.1364 -4.0116
H 0.9940 -2.6526 -3.4224
Ge -0.5425 1.8376 1.7657
C -0.0044 3.3948 0.7888
C 1.3044 3.8842 0.7369
C 1.6062 4.9550 -0.0905
C 0.6089 5.5612 -0.8445
C -0.6940 5.0872 -0.7944
C -1.0044 4.0085 0.0241
C -0.3368 1.5600 3.6413
C 0.1853 0.3952 4.2021
C 0.0487 0.1746 5.5646
C -0.5721 1.1242 6.3648
C -1.0651 2.2953 5.8093
C -0.9402 2.5238 4.4463
H -2.0426 1.6603 1.4357
H 2.0818 3.4286 1.3341
H 2.6217 5.3256 -0.1371
H 0.8448 6.4208 -1.4579
H -1.4723 5.5628 -1.3769
H -2.0287 3.6566 0.0837
H 0.7065 -0.3315 3.5924
H 0.4324 -0.7384 6.0003
H -0.6409 0.9647 7.4325
H -1.5549 3.0316 6.4321
H -1.3201 3.4479 4.0223
C 2.6523 -5.1194 -0.4264
C 1.3232 -5.0526 -0.0006
C 0.5292 -3.9856 -0.3711
C 1.1138 -2.9773 -1.1380
C 2.4315 -3.0438 -1.6115
C 3.2083 -4.1233 -1.2211
H 3.2597 -5.9658 -0.1338
H 0.9140 -5.8286 0.6323
H -0.4943 -3.9297 -0.0220
H 2.8599 -2.2588 -2.2253
H 4.2378 -4.1911 -1.5456
O 1.5099 -1.3727 1.0736
S 1.4882 0.0352 0.7205
O 1.9529 0.2047 -0.7195
O -0.0562 0.3326 0.5724
O 2.0236 0.9854 1.6299
*
```

Atom charges from the Löwdin analysis, given in e for atoms 1 to 2:
1 Ru 1.38
2 N -0.01

# 2
Entry from the OMol25 dataset: C39H53GeN6O4S2V as an isolated structure (ωB97M-V/def2-TZVPD).

Calculated values
ΔE to the lowest compared entry with this formula, charge and spin: 71.32 kcal/mol
Frontier orbital gap (alpha / beta): 6.74 / 6.74 eV
⟨S²⟩: 2.066
Highest occupied orbital energy (alpha / beta): -11.7 / -11.8 eV
Lowest unoccupied orbital energy (alpha / beta): -0.1836 / -0.1847 hartree
Max |F|: 0.01307 Eh/bohr
Electronic energy: -5964.296826 Ha

The geometry in ORCA input format:
```
! RIJCOSX wB97M-V def2-TZVPD def2/J DEFGRID3
* xyz 2 3
V 0.3618 -0.3668 0.0442
C 3.7642 1.4134 3.9794
C 3.1850 0.0216 3.9378
C 1.7022 -0.0260 4.1679
C 3.9550 -0.9855 4.7481
O 3.3788 -0.3526 2.3655
Ge 2.7441 1.7338 0.4342
O 2.1992 0.3710 -0.7183
C 2.6854 0.3857 -2.1268
C 2.8371 -1.0399 -2.6137
C 1.6465 1.1304 -2.9390
C 4.0342 1.0881 -2.1548
O 1.0574 2.2671 0.5492
C 0.6105 3.3869 1.3850
C 0.1004 2.8193 2.6972
C 1.7637 4.3545 1.6162
C -0.4990 4.0786 0.6095
H 3.7317 1.7563 5.0142
H 4.8104 1.4366 3.6666
H 3.1878 2.1092 3.3706
H 1.5326 0.3284 5.1866
H 1.1622 0.6237 3.4817
H 1.3026 -1.0319 4.0703
H 3.8035 -0.7237 5.7968
H 3.5891 -1.9971 4.5927
H 5.0267 -0.9513 4.5480
H 1.8838 -1.5646 -2.6100
H 3.2048 -1.0252 -3.6403
H 3.5633 -1.5843 -2.0082
H 0.6863 0.6157 -2.8848
H 1.5136 2.1509 -2.5729
H 1.9533 1.1758 -3.9852
H 4.7461 0.6068 -1.4814
H 4.4476 1.0468 -3.1623
H 3.9586 2.1500 -1.8937
H 0.9204 2.4098 3.2918
H -0.3815 3.5983 3.2893
H -0.6306 2.0305 2.5110
H 2.5806 3.8984 2.1818
H 2.1580 4.7287 0.6684
H 1.4169 5.2112 2.1936
H -1.4123 3.4877 0.6135
H -0.7181 5.0476 1.0600
H -0.1878 4.2467 -0.4223
C -3.3623 -2.4959 2.7914
N -2.1049 -3.1010 2.3691
C -1.8742 -4.4554 2.2629
C -0.6103 -4.6044 1.8286
N -0.0617 -3.3381 1.6853
C -1.0040 -2.4234 2.0049
S -0.9996 -0.6891 2.0081
C 1.3053 -3.0902 1.1174
C 2.2393 -4.2178 1.4851
C 3.5274 -3.9768 1.7478
C 4.0043 -2.6271 1.9290
C 3.0113 -1.7098 1.8802
N 1.7462 -1.7684 1.5576
H -4.0792 -3.2957 2.9509
H -3.7209 -1.8253 2.0134
H -3.2213 -1.9401 3.7156
H -2.6251 -5.1845 2.5081
H -0.0698 -5.5024 1.6079
H 1.8866 -5.2341 1.4116
H 4.2087 -4.8020 1.9086
H 5.0012 -2.4069 2.2761
H 4.3263 -0.2409 2.1686
S 0.8636 -4.5841 -1.2524
C 1.2135 -3.0043 -0.4162
N 0.2223 -1.9946 -0.8176
C -0.7072 -2.5260 -1.7547
C -1.7400 -1.8266 -2.3601
C -2.5745 -2.4879 -3.2531
C -2.3862 -3.8313 -3.5443
C -1.3463 -4.5322 -2.9501
C -0.5163 -3.8695 -2.0628
H 2.2172 -2.6914 -0.7079
H -1.8787 -0.7788 -2.1578
H -3.3744 -1.9395 -3.7321
H -3.0402 -4.3345 -4.2432
H -1.1809 -5.5759 -3.1825
C -4.8932 3.2213 -2.0942
N -4.1312 2.2222 -1.3511
N -2.8641 1.8426 -1.7432
C -2.2253 1.2594 -0.6831
O -1.0649 0.7541 -0.8098
C -3.1145 1.3396 0.4123
C -4.2596 1.9537 -0.0398
C -5.4848 2.3477 0.7057
C -2.5012 1.7951 -3.1246
C -3.3012 1.0953 -4.0175
C -2.9442 1.0602 -5.3559
C -1.7911 1.7052 -5.7856
C -1.0003 2.3960 -4.8791
C -1.3575 2.4523 -3.5395
H -4.5267 3.2615 -3.1143
H -4.7864 4.2034 -1.6337
H -5.9397 2.9271 -2.1088
H -2.9431 0.9668 1.4040
H -5.4359 1.9687 1.7230
H -6.3805 1.9500 0.2281
H -5.5838 3.4337 0.7511
H -4.1876 0.5809 -3.6661
H -3.5642 0.5253 -6.0626
H -1.5141 1.6746 -6.8305
H -0.1092 2.9079 -5.2177
H -0.7673 3.0002 -2.8181
*
```

Atom charges from the Löwdin analysis, given in e for atoms 1 to 2:
1 V 0.78
2 C -0.01

# 3
Entry from the OMol25 dataset: a 2-piece molecular cluster, C2HN2O3S overall in a non-equilibrium geometry (ωB97M-V/def2-TZVPD).

Calculated values
ΔE to the lowest compared entry with this formula, charge and spin: 62.73 kcal/mol
Frontier orbital gap: 6.72 eV
Highest occupied orbital energy: -3.4 eV
Lowest unoccupied orbital energy: 0.1209 hartree
Max |F|: 0.11505 Eh/bohr
Electronic energy: -810.184255 Ha

The geometry in ORCA input format:
```
! RIJCOSX wB97M-V def2-TZVPD def2/J DEFGRID3
* xyz -1 1
C -1.5963 0.9010 0.0515
C 0.7705 -1.4843 0.0751
N -0.4822 0.8392 0.5155
N 0.6786 0.5154 -0.0262
O 0.2679 -1.7318 1.1084
O 1.2091 -1.8932 -0.9376
O 1.0013 1.0927 -1.1590
S -3.1332 1.0392 -0.4911
H 1.2843 0.7219 0.8634
*
```

Atom charges from the Löwdin analysis, given in e for atoms 1 to 2:
1 C -0.71
2 C -0.59

# 4
Entry from the OMol25 dataset: a 12-piece molecular cluster, C38H76O27S5 overall in a non-equilibrium geometry (ωB97M-V/def2-TZVPD).

Calculated values
ΔE to the lowest compared entry with this formula, charge and spin: 39.63 kcal/mol
Frontier orbital gap: 9.52 eV
Highest occupied orbital energy: -9.5 eV
Lowest unoccupied orbital energy: 0.0025 hartree
Max |F|: 0.04676 Eh/bohr
Electronic energy: -5515.639615 Ha

The geometry in ORCA input format:
```
! RIJCOSX wB97M-V def2-TZVPD def2/J DEFGRID3
* xyz 0 1
O 2.1145 -6.2853 1.5441
S 1.8407 -6.4328 0.1513
O 2.1315 -7.6597 -0.5303
O 0.3190 -5.9814 -0.1632
C 0.2207 -4.8496 -1.0061
C 1.5728 -4.6926 -1.6723
O 2.4783 -5.1943 -0.7075
H -0.5803 -5.0370 -1.7230
H -0.0848 -3.9623 -0.4448
H 1.7816 -3.6387 -1.8507
H 1.6177 -5.2192 -2.6268
O 1.6987 0.5467 -3.0199
S 2.9526 0.2453 -2.3842
O 3.2449 -1.1038 -2.0066
O 4.2197 0.8703 -3.2229
C 5.2676 1.2488 -2.3425
C 4.5596 1.7458 -1.0903
O 3.2152 1.2534 -1.1286
H 5.8376 0.3440 -2.1175
H 5.8372 2.0094 -2.8670
H 4.4769 2.8322 -1.0423
H 5.0084 1.4016 -0.1605
O 0.8031 -2.5687 1.9394
S 0.9890 -2.9522 3.3002
O 0.5515 -4.2336 3.7574
O 2.5015 -2.6341 3.7354
C 2.5596 -2.1015 5.0343
C 1.4131 -1.0657 4.9285
O 0.3809 -1.8621 4.3264
H 2.3377 -2.7731 5.8654
H 3.5229 -1.6286 5.2113
H 1.6372 -0.2657 4.2242
H 1.1089 -0.6215 5.8700
O 0.4041 -3.9902 -4.3799
S 0.3130 -2.5755 -4.6231
O 0.2970 -1.6754 -3.5151
O 1.4850 -2.1687 -5.7122
C 0.9419 -1.2119 -6.6303
C -0.5020 -1.6231 -6.8067
O -0.9119 -2.2239 -5.5879
H 1.0498 -0.2477 -6.1132
H 1.5730 -1.0607 -7.5029
H -0.6687 -2.2418 -7.6895
H -1.1928 -0.7820 -6.8979
O -4.5896 2.0986 -7.2867
S -4.1405 1.1264 -6.3272
O -4.2607 -0.2629 -6.6683
O -2.6015 1.4800 -5.8461
C -2.4734 1.2266 -4.4363
C -3.8866 1.0365 -3.8587
O -4.7055 1.5720 -4.8890
H -1.7997 0.3748 -4.3360
H -1.9898 2.0695 -3.9397
H -4.0352 1.4703 -2.8766
H -4.0833 -0.0392 -3.7910
C -0.3016 0.4593 1.5267
C -1.1286 -0.3640 0.5499
C -0.8266 0.2879 -0.8101
O 0.1722 1.2979 -0.6250
C 0.8127 1.0227 0.6313
H 0.0742 -0.1086 2.3797
H -0.8851 1.2896 1.9308
H -2.1916 -0.2009 0.7543
H -0.9972 -1.4427 0.5042
H -1.7413 0.7456 -1.1866
H -0.3470 -0.4764 -1.4266
H 1.2766 1.9217 1.0379
H 1.5701 0.2804 0.3577
C 4.6405 -2.2091 0.7688
C 4.6136 -0.6849 0.8967
C 4.6853 -0.4596 2.4028
O 5.3219 -1.6053 2.9725
C 5.2684 -2.7285 2.0603
H 5.2322 -2.4516 -0.1142
H 3.6520 -2.6462 0.6172
H 3.7496 -0.1951 0.4475
H 5.5050 -0.2818 0.4124
H 3.7529 -0.3618 2.9680
H 5.2382 0.4692 2.5818
H 4.6951 -3.4803 2.5976
H 6.3062 -2.9986 1.8546
C 2.3175 5.1362 -0.0219
C 0.8514 4.8301 0.2829
C 0.1429 6.0790 -0.1756
O 1.0447 7.1623 0.0962
C 2.3863 6.6754 0.0976
H 2.5610 4.6642 -0.9772
H 2.9821 4.6640 0.7050
H 0.7594 4.6596 1.3569
H 0.5421 3.9579 -0.2948
H -0.7799 6.1590 0.3984
H -0.0379 6.0895 -1.2527
H 2.8249 6.8391 1.0860
H 3.0553 7.1344 -0.6296
C 3.1704 2.7759 3.7982
C 1.9665 3.6083 4.1526
C 1.0678 2.6912 5.0009
O 2.0287 1.7244 5.4853
C 3.3654 2.0220 5.1136
H 4.0243 3.3823 3.5017
H 2.8728 2.0226 3.0613
H 1.3928 3.9907 3.3037
H 2.3166 4.4718 4.7259
H 0.3589 2.1667 4.3597
H 0.6179 3.2196 5.8374
H 3.8741 1.0671 4.9840
H 3.8011 2.6640 5.8874
C -3.0514 -3.3227 -2.1911
C -4.2889 -2.9960 -3.0464
C -5.1752 -2.1339 -2.1455
O -4.4055 -1.8931 -0.9689
C -3.5378 -3.0487 -0.7953
H -2.2436 -2.6605 -2.5106
H -2.6471 -4.3229 -2.3551
H -4.7000 -3.9127 -3.4683
H -3.8486 -2.4867 -3.9096
H -6.1024 -2.6942 -1.9647
H -5.5291 -1.1713 -2.5146
H -4.0309 -3.8642 -0.2596
H -2.7244 -2.8415 -0.0963
C -4.6263 -1.1198 3.4562
C -3.0977 -1.1414 3.6736
C -2.7360 -2.4753 2.9645
O -3.9111 -2.8858 2.3035
C -4.7623 -1.7623 2.1005
H -5.0215 -0.1018 3.5668
H -5.1380 -1.6168 4.2834
H -2.8159 -1.1734 4.7222
H -2.6144 -0.3328 3.1232
H -2.5199 -3.2691 3.6842
H -1.8438 -2.4098 2.3335
H -5.7481 -2.1084 1.7991
H -4.3960 -1.0902 1.3169
C -3.0623 3.7468 0.8976
C -4.4387 3.1001 1.0393
C -4.5690 2.3349 -0.2889
O -3.9008 3.1402 -1.2480
C -2.7460 3.7006 -0.6077
H -2.3037 3.1878 1.4476
H -3.0309 4.7906 1.2088
H -5.1979 3.8655 1.1730
H -4.4112 2.4047 1.8785
H -5.6254 2.4162 -0.5578
H -4.2495 1.2895 -0.2478
H -2.5211 4.7025 -0.9801
H -1.8404 3.1340 -0.8555
*
```

Atom charges from the Löwdin analysis, given in e for atoms 1 to 2:
1 O -0.22
2 S 0.66